{
  "formula": "H14O7",
  "method": "wB97M-V/def2-TZVPD",
  "elements": ["H", "H", "H", "H", "H", "H", "H", "H", "H", "H", "H", "H", "H", "H", "O", "O", "O", "O", "O", "O", "O"],
  "coordinates": [[-0.506496, 0.100658, 0.326764], [0.850993, -0.453913, -0.072884], [4.594262, 2.214015, -0.207629], [3.185053, 2.040681, 0.334707], [0.648397, 1.030083, 2.232017], [1.533019, 0.101545, 1.416356], [-2.497249, 2.779972, -0.608043], [-3.563836, 3.623539, 0.070800], [-4.181072, -1.911261, 0.565027], [-4.918380, -3.168815, 0.134941], [-2.062319, -1.230763, -1.307422], [-3.468038, -0.920875, -0.819605], [4.573517, -2.188815, -1.312023], [5.938405, -2.644807, -0.822947], [0.118862, -0.602234, 0.536194], [4.005276, 1.558073, 0.182021], [1.217998, 1.011644, 1.454711], [-3.110197, 3.505642, -0.771401], [-4.975441, -2.426063, 0.746538], [-2.717984, -0.524933, -1.277469], [5.335226, -1.893363, -0.800654]],
  "atomic_forces_ev_per_a": [[0.2, -0.1, 0.0], [-0.4, -0.1, -0.2], [0.0, -0.2, 0.0], [-0.1, -0.1, 0.2], [0.2, 0.0, -0.1], [0.0, 0.6, 0.5], [-0.1, 0.0, -0.1], [0.0, 0.0, -0.1], [-0.1, -0.2, 0.4], [-0.1, 0.0, 0.1], [0.1, 0.0, 0.0], [0.0, 0.2, -0.3], [0.1, 0.1, 0.1], [0.0, 0.1, 0.0], [-1.8, -2.8, -1.8], [0.0, 0.2, -0.1], [1.8, 2.4, 1.5], [0.0, -0.1, 0.2], [0.2, 0.1, -0.2], [0.0, -0.1, 0.2], [0.0, -0.2, -0.1]],
  "lowdin_charge": [0.05, 0.06, 0.03, 0.01, 0.06, 0.04, 0.02, 0.03, 0.01, 0.04, 0.04, 0.01, 0.03, 0.03, -0.09, -0.07, -0.09, -0.06, -0.04, -0.04, -0.06],
  "spin_multiplicity": 1,
  "molar_mass_g_mol": 126.10,
  "smiles": "O.O.O.O.O.O.O",
  "e_tot_ev": -14558.231,
  "gap_ha": 0.3744
}

{
  "formula": "H14O7",
  "method": "wB97M-V/def2-TZVPD",
  "elements": ["O", "H", "H", "O", "H", "H", "O", "H", "H", "O", "H", "H", "O", "H", "H", "O", "H", "H", "O", "H", "H"],
  "coordinates": [[-2.706667, 0.219619, 1.821238], [-2.139667, -0.545381, 1.637238], [-3.602667, -0.124381, 1.872238], [-0.549667, -1.132381, -2.912762], [-1.211667, -1.717381, -3.209762], [-0.327667, -1.436381, -2.026762], [0.633333, 3.096619, 1.707238], [0.864333, 2.153619, 1.596238], [1.385333, 3.532619, 1.248238], [-0.269667, -0.396381, 0.587238], [0.052333, -1.191381, 0.190238], [0.530333, 0.008619, 0.866238], [1.083333, -2.348381, -0.804762], [1.289333, -2.527381, -1.708762], [1.913333, -2.227381, -0.407762], [2.207333, 0.875619, 1.031238], [2.682333, 0.055619, 0.963238], [2.774333, 1.309619, 1.663238], [-1.757667, 1.142619, -1.329762], [-1.605667, 0.618619, -2.118762], [-1.244667, 0.633619, -0.664762]],
  "atomic_forces_ev_per_a": [[0.0, -0.3, 0.2], [-0.1, 0.4, 0.0], [0.0, 0.0, 0.0], [1.3, 0.8, 0.4], [-1.3, -1.0, -0.6], [-0.1, 0.2, 0.1], [1.2, -0.2, -0.4], [-0.6, 0.7, 0.1], [-0.9, -0.2, 0.4], [-1.3, -0.2, 0.2], [0.0, -1.0, -0.6], [0.9, 1.1, 0.6], [-1.5, -0.4, 0.0], [0.1, -0.2, -1.2], [1.8, 0.2, 1.0], [0.3, -0.1, 0.0], [0.2, -0.9, -0.4], [0.1, 0.8, 0.5], [0.3, -0.4, 0.4], [0.0, 0.0, -0.3], [-0.5, 0.6, -0.1]],
  "lowdin_charge": [-0.07, 0.01, 0.03, -0.02, 0.03, 0.01, -0.07, -0.01, 0.05, -0.02, 0.00, -0.01, 0.00, 0.05, 0.04, -0.03, 0.05, 0.07, -0.08, -0.01, -0.01],
  "spin_multiplicity": 1,
  "molar_mass_g_mol": 126.10,
  "smiles": "O.O.O.O.O.O.O",
  "e_tot_ev": -14559.356,
  "gap_ha": 0.3428
}

{
  "formula": "H14O7",
  "method": "wB97M-V/def2-TZVPD",
  "elements": ["O", "H", "H", "O", "H", "H", "O", "H", "H", "O", "H", "H", "O", "H", "H", "O", "H", "H", "O", "H", "H"],
  "coordinates": [[42.797000, 38.135000, 17.461000], [41.943000, 38.579000, 17.425000], [42.987000, 37.326000, 16.839000], [44.689000, 40.197000, 16.624000], [44.204000, 39.391000, 17.058000], [45.552000, 39.759000, 16.585000], [43.011000, 36.133000, 15.595000], [43.442000, 36.664000, 15.124000], [42.224000, 36.044000, 15.034000], [40.153000, 38.805000, 17.000000], [40.267000, 39.777000, 16.790000], [39.745000, 38.960000, 17.814000], [39.695000, 36.142000, 16.028000], [39.800000, 36.992000, 16.332000], [39.477000, 35.638000, 16.889000], [40.230000, 38.913000, 19.808000], [40.791000, 38.160000, 19.858000], [40.367000, 39.412000, 20.610000], [44.790000, 38.639000, 19.454000], [44.004000, 38.387000, 18.905000], [44.525000, 38.931000, 20.261000]],
  "atomic_forces_ev_per_a": [[2.0, -1.4, -0.2], [-0.3, -0.7, -0.7], [-1.6, 1.9, 1.3], [-0.7, -2.8, 1.0], [0.4, 2.3, -1.0], [0.2, 0.7, -0.2], [-5.9, -6.6, 5.1], [6.5, 7.0, -6.1], [-0.4, -0.5, 0.8], [1.0, 2.3, -2.2], [0.1, -1.5, -0.6], [-1.2, -0.4, 2.8], [-0.9, -4.6, 1.2], [0.4, 3.5, 0.9], [0.5, 1.0, -2.3], [-0.9, 0.8, -0.4], [0.8, -1.0, 0.1], [0.1, 0.2, 0.3], [0.7, -1.7, -4.2], [0.6, 0.3, 0.7], [-1.4, 1.3, 3.5]],
  "lowdin_charge": [-0.12, 0.00, 0.07, -0.12, 0.02, 0.02, 0.06, -0.07, 0.09, -0.04, 0.12, -0.01, -0.05, -0.08, 0.10, -0.02, 0.03, 0.05, -0.04, 0.01, -0.04],
  "spin_multiplicity": 1,
  "molar_mass_g_mol": 126.10,
  "smiles": "O.O.O.O.O.O.O",
  "e_tot_ev": -14558.793,
  "gap_ha": 0.3851
}

{
  "formula": "H14O7",
  "method": "wB97M-V/def2-TZVPD",
  "elements": ["O", "H", "H", "O", "H", "H", "O", "H", "H", "O", "H", "H", "O", "H", "H", "O", "H", "H", "O", "H", "H"],
  "coordinates": [[3.247480, -7.944639, 6.751307], [2.356492, -7.574338, 6.777032], [3.058203, -8.883850, 6.730287], [0.715996, -6.769744, 6.083475], [0.605501, -5.808498, 6.104369], [-0.109167, -7.190117, 5.865899], [-1.504812, -5.750495, 5.062011], [-2.067635, -4.985437, 5.106536], [-0.614502, -5.369078, 5.006100], [3.265095, -5.818942, 5.041248], [3.335705, -6.792019, 5.186852], [4.082499, -5.431126, 5.348697], [1.197940, -9.812031, 6.364615], [1.182542, -10.721382, 6.093853], [0.518052, -9.334703, 5.872476], [1.087402, -4.351106, 5.714900], [1.820727, -4.841421, 5.238452], [1.113601, -3.458432, 5.328767], [-1.539401, -8.713207, 6.129124], [-1.190698, -8.584106, 6.995832], [-1.896923, -7.857926, 5.866290]],
  "atomic_forces_ev_per_a": [[0.4, 0.1, 0.0], [-0.3, 0.2, 0.0], [-0.1, -0.3, -0.1], [0.9, -0.8, 0.4], [-0.2, -0.4, 0.5], [-0.4, 0.0, -0.1], [0.2, -0.2, -0.2], [-0.5, 0.4, 0.0], [-0.2, 0.0, -0.2], [-0.2, -0.4, -0.6], [0.0, 0.7, 0.3], [0.3, -0.1, 0.2], [0.2, 0.5, 0.4], [-0.3, -0.5, -0.3], [-0.1, -0.3, -0.1], [0.7, 1.0, -1.3], [-0.2, 0.2, 0.6], [-0.2, -0.4, 0.4], [-0.2, -0.1, -1.1], [0.3, 0.1, 1.2], [-0.2, 0.2, -0.1]],
  "lowdin_charge": [-0.08, 0.00, 0.02, -0.06, -0.02, -0.01, -0.04, 0.05, 0.02, -0.06, 0.05, 0.06, -0.04, 0.04, 0.02, -0.09, 0.04, 0.08, -0.03, 0.04, 0.03],
  "spin_multiplicity": 1,
  "molar_mass_g_mol": 126.10,
  "smiles": "O.O.O.O.O.O.O",
  "e_tot_ev": -14560.235,
  "gap_ha": 0.4115
}

Q: Which relative energy (zero: lowest compared OMol25 entry of this formula, charge and spin) values were calculated for the entries above? A: 311.67; 203.11; 257.51; 118.35, in kJ/mol.